Below is an isolated molecule of C26H31N7O2 at a distorted geometry, with properties calculated with ωB97M-V with the def2-TZVPD basis set.

Computed properties:
* Kohn-Sham gap: 7.40 eV
* SMILES string: CCc1ccc2[nH]c(=O)c([C@H](c3nnnn3CCOC)N3CCN(c4ccccc4)CC3)cc2c1
* electronic energy: -41990.2526 eV

The geometry in ORCA input format:
```
! RIJCOSX wB97M-V def2-TZVPD def2/J DEFGRID3
* xyz 0 1
H 2.8775 2.4833 0.9870
H 3.6983 3.8550 1.7924
H 0.9355 -1.7117 -1.9509
H 2.9520 -2.0782 -2.1759
N 1.4127 0.7462 0.3970
H -5.6405 -1.4028 -2.7960
C -3.4791 -0.4290 1.3749
C 4.7737 -4.5094 -0.7240
H -3.7542 -0.0671 -1.9853
N -2.6131 -0.1189 2.3897
C -5.5295 -1.3774 0.5722
H 1.6526 0.2678 2.4096
C 0.8170 -1.2716 -0.9613
H 1.2862 4.2204 1.9435
H -1.6490 0.9392 -1.1495
C -5.2119 -1.0152 -0.7414
C 2.9771 -3.8285 0.7186
C -4.0223 -0.3600 -0.9809
C -1.0665 0.9043 0.8778
C 4.3401 -3.5920 -1.6633
N 0.5959 4.6608 -1.1310
H -6.7228 -2.2150 -1.6559
H -4.9381 -1.3788 2.6281
C -7.1804 -0.1367 -1.9847
H 2.4963 0.0611 -1.2082
H 4.8665 -3.4897 -2.6017
H -6.6586 0.7935 -2.1970
H -2.8708 -0.3665 3.3382
H 0.9329 0.7868 -1.6309
C 3.2433 -2.7876 -1.4173
C 1.1831 -1.5612 1.3545
H 0.1050 -1.4751 1.5259
N 1.3871 -2.1441 0.0439
C 2.5350 -2.8810 -0.2144
C -6.1811 -1.2883 -1.8550
C -3.1392 -0.0570 0.0611
O 3.7357 3.8686 -0.2771
C -1.9018 0.6244 -0.1476
H 5.2965 3.4052 -1.4459
H 1.6033 -2.1941 2.1330
C 1.4399 0.1335 -0.9205
H -0.2558 -1.2043 -0.7524
C 1.8450 -0.1756 1.4318
C 0.2734 1.5970 0.7334
O -0.7353 0.7920 3.2341
H -7.8831 -0.3331 -2.7907
H 2.4400 -3.9639 1.6449
H 2.9279 -0.3130 1.3093
H 0.5046 2.0131 1.7249
C 0.2253 2.7271 -0.2366
C 1.7648 4.3444 0.9678
C -1.4166 0.5419 2.2501
H 4.6479 2.0261 -0.5158
N 0.8763 3.9073 -0.0684
C -4.6814 -1.0938 1.6181
C 4.8881 3.0962 -0.4865
H 1.9619 5.4009 0.7758
H 5.6316 3.2688 0.3017
N -0.1642 3.9939 -1.8895
C 4.0775 -4.6211 0.4683
H 5.6349 -5.1302 -0.9178
N -0.4174 2.7945 -1.3816
C 3.0790 3.5633 0.9295
H -7.7388 -0.0122 -1.0596
H 4.3898 -5.3414 1.2109
H -6.4598 -1.8907 0.7666
*
```